1.
# C39H54FN3O12S2

A cluster of 4 separate species, C39H54FN3O12S2 in total at a distorted geometry (ωB97M-V/def2-TZVPD, OMol25).

Results
Net charge ... 0
Kohn-Sham gap ... 7.31 eV
HOMO energy ... -8.3 eV
Electronic energy ... -3481.43347 Ha
Spin multiplicity ... 1
Lowest unoccupied orbital energy ... -0.9 eV

Geometry (Å):
1 C 1.7895 0.9780 4.6926
2 C 2.0614 -0.5953 4.5202
3 O 1.4444 -1.1996 3.3487
4 C 2.0904 -0.8328 2.1460
5 C 3.4243 -0.0564 2.0124
6 C 4.0391 0.3043 0.6361
7 C 3.3430 -0.1529 -0.7070
8 C 1.9966 -0.9351 -0.6149
9 C 1.2661 -1.3532 -1.9998
10 C 1.3258 -2.9534 -2.1467
11 C -0.2392 -0.7487 -2.1005
12 C -0.7035 -0.5667 -3.6564
13 C 1.3843 -1.2521 0.7983
14 S -0.2552 -2.1376 0.9623
15 C -1.4329 -0.9340 1.8152
16 C -1.4546 0.4990 1.0544
17 O -0.4622 1.2539 1.1809
18 O -2.6049 0.7549 0.2623
19 C -3.0236 2.1413 0.3369
20 C -4.6128 2.3073 0.6594
21 C -5.4978 1.0760 0.1589
22 O -4.9842 3.5864 0.0184
23 C -6.0699 4.1856 0.7170
24 O -7.2474 3.9707 0.3023
25 C -5.9090 5.1142 2.0211
26 S -6.0695 4.1191 3.6157
27 C 4.0970 0.2398 -2.0436
28 O 4.2482 -0.4781 -3.0620
29 C 4.7790 1.7053 -2.0595
30 C 4.8224 2.6192 -3.3020
31 C 5.5370 4.0165 -3.1877
32 F 5.5803 4.7863 -4.3774
33 C 6.1652 4.5579 -1.8902
34 C 6.9017 5.9491 -1.6767
35 C 6.5215 7.1078 -2.7085
36 O 7.5883 7.1051 -3.7324
37 C 7.3959 8.1585 -4.6649
38 O 7.2742 7.8322 -5.8786
39 C 6.1032 3.5969 -0.6396
40 C 5.4480 2.1893 -0.7170
41 C 5.4051 1.1579 0.5230
42 O 6.3772 1.0230 1.3129
43 H 2.7145 1.4165 5.2354
44 H 1.6480 1.5512 3.7168
45 H 0.9134 1.1176 5.4228
46 H 1.6074 -1.1366 5.4363
47 H 3.1946 -0.8130 4.5862
48 H 4.0014 0.2832 2.9364
49 H 1.8167 -0.9245 -2.9206
50 H 1.3986 -3.2516 -3.2630
51 H 2.3262 -3.3031 -1.6866
52 H 0.4182 -3.4493 -1.6634
53 H -0.3397 0.2768 -1.5974
54 H -1.0238 -1.4567 -1.6411
55 H -1.8451 -0.7570 -3.6559
56 H -0.5762 0.5102 -4.0284
57 H -0.2405 -1.3476 -4.3500
58 H -2.5030 -1.3712 1.8274
59 H -1.0646 -0.8411 2.8990
60 H -2.8664 2.6084 -0.7103
61 H -2.4827 2.7631 1.1294
62 H -4.6702 2.4793 1.8023
63 H -5.4939 0.9669 -0.9909
64 H -6.5954 1.3387 0.4248
65 H -5.2818 0.0922 0.6982
66 H -6.7248 5.9155 2.0593
67 H -4.9041 5.6565 1.9986
68 H -6.3302 2.8115 3.1864
69 H 4.3319 2.2388 -4.2551
70 H 8.0455 5.7923 -1.5919
71 H 6.5867 6.3302 -0.6286
72 H 6.5840 8.1280 -2.1962
73 H 5.4875 6.9866 -3.1845
74 H 7.3985 9.2753 -4.4316
75 H 6.5696 3.9125 0.3635
76 C -9.7920 -2.2196 1.5526
77 N -8.5293 -1.5132 1.5854
78 C -7.4673 -1.7241 2.4083
79 C -7.5714 -2.8215 3.4324
80 O -6.4648 -1.0279 2.3005
81 H -9.9161 -2.6531 0.5578
82 H -10.5929 -1.4977 1.7272
83 H -9.8446 -3.0076 2.3007
84 H -8.3835 -0.7608 0.9263
85 H -6.6476 -2.8652 4.0102
86 H -8.3976 -2.6195 4.1176
87 H -7.7150 -3.7849 2.9382
88 C -1.5637 -4.8825 -7.2317
89 N -1.6294 -4.4621 -5.8484
90 C -2.2965 -3.3992 -5.3210
91 C -3.0801 -2.5193 -6.2570
92 O -2.2460 -3.1844 -4.1174
93 H -1.9513 -5.9017 -7.2987
94 H -0.5161 -4.8807 -7.5409
95 H -2.1370 -4.2325 -7.8890
96 H -1.1278 -5.0037 -5.1582
97 H -3.5536 -1.7184 -5.6883
98 H -2.4140 -2.0698 -6.9969
99 H -3.8618 -3.0993 -6.7526
100 C 5.1196 -6.0427 5.6487
101 N 4.3319 -5.0879 6.3985
102 C 3.3453 -4.2679 5.9442
103 C 2.9929 -4.3256 4.4828
104 O 2.7741 -3.5123 6.7213
105 H 4.9674 -7.0317 6.0871
106 H 6.1728 -5.7699 5.7466
107 H 4.8476 -6.0670 4.5958
108 H 4.5102 -4.9911 7.3884
109 H 2.1918 -3.6148 4.2759
110 H 3.8600 -4.0534 3.8765
111 H 2.6435 -5.3265 4.2200

2.
# C18H18N2

A cluster of 2 separate species, C18H18N2 in total at a distorted geometry (ωB97M-V/def2-TZVPD, OMol25).

Results
Net charge ... 0
Kohn-Sham gap ... 8.50 eV
Energy above the lowest of the compared OMol25 structures with the same formula, charge and spin ... 389.5 kJ/mol
HOMO energy ... -7.7 eV
Electronic energy ... -806.09834 Ha
Spin multiplicity ... 1
Lowest unoccupied orbital energy ... 0.8 eV

Geometry (Å):
1 C -0.1105 -2.2561 -4.7402
2 C 0.2077 -1.3969 -3.5816
3 C 1.4602 -1.5169 -2.8984
4 N 1.4403 -0.5604 -1.8774
5 C 0.2627 0.1452 -1.8211
6 C -0.1068 1.1394 -0.9188
7 C -1.2008 1.9137 -1.1936
8 C -1.8885 1.6652 -2.4411
9 C -1.6030 0.5186 -3.2267
10 C -0.4371 -0.2938 -2.9167
11 H -0.8326 -3.1344 -4.5386
12 H 0.7174 -2.8964 -5.1026
13 H -0.5371 -1.7100 -5.6584
14 H 2.3824 -1.8606 -3.1462
15 H 2.2195 -0.5781 -1.1167
16 H 0.5868 1.2975 -0.0104
17 H -1.5386 2.8148 -0.6068
18 H -2.7799 2.3334 -2.7752
19 H -2.2242 0.1950 -3.9882
20 C -2.3078 0.5783 1.8574
21 C -1.2415 0.5876 2.8757
22 C -1.1511 1.2168 4.1393
23 N 0.1340 1.4433 4.5686
24 C 0.8919 0.6141 3.5443
25 C 2.3250 0.4108 3.6004
26 C 2.7459 -0.5557 2.7317
27 C 1.9248 -1.2343 1.7042
28 C 0.6726 -0.8044 1.6263
29 C 0.1043 0.1625 2.5362
30 H -3.1935 -0.0421 1.8769
31 H -1.8688 0.2268 0.9404
32 H -2.7134 1.4882 1.6180
33 H -1.9967 1.5735 4.4134
34 H 0.3841 1.3081 5.4668
35 H 2.8758 0.9042 4.4365
36 H 3.8310 -0.8139 2.7562
37 H 2.5618 -1.8986 1.1357
38 H 0.0039 -0.9840 0.7305

3.
# C2H4N2O2S2

An isolated molecule of C2H4N2O2S2 at a distorted geometry (ωB97M-V/def2-TZVPD, OMol25).

Results
Net charge ... 0
Kohn-Sham gap ... 7.91 eV
Energy above the lowest of the compared OMol25 structures with the same formula, charge and spin ... 480.3 kJ/mol
HOMO energy ... -8.7 eV
Electronic energy ... -1134.77417 Ha
Spin multiplicity ... 1
Lowest unoccupied orbital energy ... -0.8 eV

Geometry (Å):
1 O -1.6997 -0.1152 -0.7611
2 N -1.3823 -0.4770 0.7714
3 C 0.0603 -0.5677 0.8659
4 S 0.7242 -1.8141 1.7029
5 C 0.9198 0.5739 0.6575
6 S 0.8038 1.7051 1.8626
7 N 1.2210 0.8263 -0.6750
8 O 1.3687 -0.3007 -1.4348
9 H -2.4579 0.5457 -0.8240
10 H -1.6639 -1.5270 0.8446
11 H 1.6526 1.7577 -0.9629
12 H 0.4532 -0.6070 -2.0471